# 1
The following is a DFT calculation (ωB97M-V with the def2-TZVPD basis set) of a 3-piece molecular cluster, C18H37F7O6SSi overall.

Summary:
E_tot	-2546.0939	Eh
strongest force on any atom	0.46	eV/Å
ΔE to the lowest compared entry with this formula, charge and spin	0.0	kJ/mol
SMILES	CCSC[SiH2]C(F)(F)C(F)(F)C(F)(F)F.COCCOCCOC.COCCOCCOC
gap between HOMO and LUMO	9.2841	eV

Structure (XYZ):
```
70
C18H37F7O6SSi ωB97M-V with the def2-TZVPD basis set
C 2.8836 -1.2173 -1.2218
C 1.7494 -0.2275 -1.5337
S 2.3159 1.4463 -1.1633
C 1.0293 2.4044 -2.0000
Si -0.6775 2.2366 -1.2309
C -1.7853 1.2738 -2.5098
F -1.5451 1.7709 -3.7522
F -1.3852 -0.0352 -2.5396
C -3.3299 1.3059 -2.2824
F -3.5930 2.2404 -1.3405
F -3.9793 1.6444 -3.3953
C -3.9744 -0.0082 -1.7695
F -3.8218 -1.0095 -2.6305
F -3.4195 -0.3602 -0.6066
F -5.2781 0.1768 -1.5774
H 3.3653 -1.5688 -2.1371
H 2.5059 -2.0882 -0.6804
H 3.6632 -0.7549 -0.6083
H 0.8527 -0.4578 -0.9497
H 1.4683 -0.2672 -2.5905
H 1.0213 2.1644 -3.0691
H 1.3364 3.4523 -1.9090
H -0.6476 1.4058 -0.0149
H -1.2771 3.5563 -0.9656
C -6.5029 -2.2325 0.0896
O -6.8457 -3.3022 0.9404
C -6.0737 -4.4720 0.7541
C -5.8144 -5.1860 2.0609
O -4.8910 -4.5326 2.9123
C -5.3428 -3.4240 3.6681
C -6.0881 -3.7963 4.9297
O -7.3569 -4.3545 4.6475
C -7.7046 -5.4627 5.4431
H -6.8737 -2.3886 -0.9298
H -6.9625 -1.3321 0.4945
H -5.4149 -2.0906 0.0531
H -5.1156 -4.2296 0.2789
H -6.6089 -5.1696 0.0945
H -5.3302 -6.1326 1.8071
H -6.7555 -5.4055 2.5699
H -5.9328 -2.7315 3.0642
H -4.4295 -2.9135 3.9854
H -6.2127 -2.8814 5.5249
H -5.4812 -4.4974 5.5139
H -6.8829 -6.1845 5.5058
H -8.5607 -5.9451 4.9736
H -7.9849 -5.1645 6.4599
C 8.9027 3.8253 -3.5219
O 7.8714 4.1476 -2.6198
C 6.5814 3.7348 -3.0263
C 5.7283 3.3141 -1.8523
O 6.1010 2.0823 -1.2627
C 7.2268 2.0597 -0.4057
C 6.9326 2.5134 1.0061
O 6.6731 3.9026 1.0699
C 5.5992 4.2632 1.9059
H 8.9021 4.4853 -4.3971
H 9.8479 3.9470 -2.9948
H 8.8217 2.7890 -3.8680
H 6.6500 2.9048 -3.7395
H 6.0677 4.5678 -3.5271
H 4.7243 3.1306 -2.2452
H 5.6647 4.1166 -1.1132
H 8.0703 2.6148 -0.8211
H 7.5065 1.0045 -0.3405
H 7.8080 2.2730 1.6248
H 6.0793 1.9459 1.3947
H 4.7212 3.6335 1.7239
H 5.3431 5.2974 1.6797
H 5.8650 4.1925 2.9670
```

# 2
The following is a DFT calculation (ωB97M-V with the def2-TZVPD basis set) of an isolated molecule of C8H20SSi2.

Summary:
E_tot	-1294.0382	Eh
strongest force on any atom	2.19	eV/Å
ΔE to the lowest compared entry with this formula, charge and spin	0.0	kJ/mol
gap between HOMO and LUMO	8.0622	eV

Structure (XYZ):
```
31
C8H20SSi2 ωB97M-V with the def2-TZVPD basis set
C -0.2142 1.9362 0.5510
C -0.9642 0.7214 1.0847
C 0.7170 1.6592 -0.6377
C 2.0125 -1.8912 1.5275
C -2.8315 0.7995 -1.4113
C -3.2610 -1.3094 0.7492
C 2.8051 -0.2499 -2.1115
C 2.5441 -0.5215 1.0959
Si -1.9103 -0.3555 -0.1994
Si 1.7869 0.0886 -0.5474
S -0.5846 -1.7047 -1.1225
H -0.9422 2.6892 0.2383
H 0.3728 2.3776 1.3630
H -0.2616 0.0769 1.6147
H -1.6754 1.0749 1.8334
H 0.1127 1.5685 -1.5424
H 1.3605 2.5321 -0.7829
H 0.9461 -1.8446 1.7269
H 2.1637 -2.6283 0.7448
H 2.5217 -2.2261 2.4287
H -2.1900 1.5761 -1.8163
H -3.2203 0.2287 -2.2495
H -3.6721 1.2852 -0.9248
H -2.8299 -2.0476 1.4171
H -3.8837 -0.6451 1.3419
H -3.9066 -1.8371 0.0541
H 3.6184 0.4629 -2.2209
H 3.2311 -1.2479 -2.0943
H 2.1746 -0.1818 -2.9928
H 3.6305 -0.5881 0.9906
H 2.3496 0.2016 1.8918
```